(1)
{
  "formula": "C32H31BrFIrN6O5Se",
  "method": "ωB97M-V with the def2-TZVPD basis set",
  "species": ["Ir", "C", "O", "C", "O", "N", "N", "H", "H", "H", "H", "H", "H", "C", "C", "C", "C", "C", "C", "C", "F", "C", "C", "C", "O", "C", "C", "N", "C", "C", "O", "O", "H", "H", "H", "H", "H", "H", "H", "H", "H", "H", "H", "C", "N", "C", "Se", "N", "C", "C", "C", "C", "C", "C", "H", "H", "H", "H", "H", "H", "H", "H", "Br", "C", "C", "C", "C", "C", "C", "C", "C", "N", "H", "H", "H", "H", "H", "H"],
  "coordinates": [[0.38585, 0.40264, -1.59893], [-4.00492, -3.17456, -0.04455], [-3.33334, -2.91771, -1.29109], [-2.25062, -2.14190, -1.19154], [-1.80091, -1.68215, -0.17654], [-1.72809, -1.96294, -2.45414], [-0.46958, -1.35093, -2.61196], [-4.82945, -3.83358, -0.29225], [-4.37162, -2.24386, 0.38311], [-3.32546, -3.65276, 0.65730], [-1.98265, -2.65628, -3.14235], [-0.42315, -1.01884, -3.57243], [0.27814, -2.03555, -2.48796], [0.23367, -1.87698, 5.57065], [1.58660, -2.03232, 4.89643], [2.18587, -3.40283, 5.15942], [3.57575, -3.49389, 4.55718], [3.53485, -3.14618, 3.09517], [4.48552, -3.62707, 2.22912], [4.43188, -3.30704, 0.87329], [5.38813, -3.79322, 0.07301], [3.44263, -2.53081, 0.34979], [2.45076, -2.03482, 1.21188], [1.39111, -1.20653, 0.67219], [1.41109, -1.03472, -0.60831], [0.44103, -0.70622, 1.56805], [0.56115, -1.05080, 2.90111], [1.51606, -1.81122, 3.41790], [2.50206, -2.33120, 2.58208], [-0.74906, 0.17923, 1.26211], [-1.57444, 0.36176, 2.14746], [-0.83470, 0.71087, 0.10075], [0.34132, -2.17962, 6.61126], [-0.51494, -2.52066, 5.10592], [-0.13236, -0.85227, 5.57248], [2.27318, -1.27194, 5.28104], [1.52961, -4.17084, 4.73944], [2.22440, -3.55904, 6.23697], [3.99546, -4.49147, 4.68379], [4.24476, -2.80165, 5.07761], [5.28542, -4.26247, 2.58750], [3.41948, -2.29012, -0.70203], [-0.19621, -0.66379, 3.56435], [-3.68890, 1.39803, -0.49699], [-2.82684, 2.56768, -0.47567], [-1.77257, 2.79356, -1.25177], [-1.17288, 1.77265, -2.74013], [-1.14266, 3.89267, -0.83011], [-1.77085, 4.37579, 0.30880], [-1.49640, 5.45049, 1.14454], [-2.34773, 5.62485, 2.21630], [-3.43103, 4.76238, 2.44798], [-3.70205, 3.69723, 1.61425], [-2.84765, 3.52707, 0.53221], [-3.45813, 0.81226, -1.38226], [-4.72846, 1.71918, -0.52776], [-3.48032, 0.80548, 0.39371], [-0.24209, 4.17317, -1.18901], [-0.65855, 6.11064, 0.96880], [-2.17549, 6.44529, 2.89910], [-4.06517, 4.93671, 3.30608], [-4.52638, 3.02405, 1.80135], [1.74992, 2.16761, -0.64478], [1.77661, 0.16513, -3.15488], [1.44596, 0.92568, -4.39703], [0.74618, 0.32865, -5.44623], [0.34214, 1.05908, -6.55364], [0.65396, 2.41107, -6.63342], [1.39011, 3.01519, -5.61231], [1.77684, 2.27862, -4.51129], [0.22833, 3.18180, -7.76959], [-0.11660, 3.79405, -8.67835], [2.73392, 0.49264, -2.75120], [1.88170, -0.90182, -3.38754], [0.54725, -0.73946, -5.42887], [-0.19979, 0.58466, -7.36048], [1.65135, 4.06179, -5.69313], [2.33196, 2.75240, -3.71093]],
  "homo_lumo_gap_ha": [0.2951, 0.2190],
  "lumo_energy_ev": [-2.93, -4.97],
  "de_lowest_kcal_mol": 14.8,
  "spin_multiplicity": 2,
  "energy_ev": -193808.042,
  "charge": 1
}

---

(2)
{
  "formula": "C32H31CrN4O3S3Se",
  "method": "ωB97M-V with the def2-TZVPD basis set",
  "species": ["Cr", "C", "C", "N", "C", "C", "C", "S", "N", "C", "O", "C", "C", "C", "C", "C", "C", "H", "H", "H", "H", "H", "H", "H", "H", "H", "H", "H", "H", "H", "H", "H", "S", "C", "S", "C", "C", "N", "C", "N", "C", "C", "C", "C", "C", "C", "C", "C", "C", "C", "O", "O", "H", "H", "H", "H", "H", "H", "H", "H", "H", "H", "H", "Se", "C", "C", "C", "C", "C", "C", "H", "H", "H", "H", "H"],
  "coordinates": [[0.21285, -1.42327, -1.03172], [-2.34127, -1.90246, 4.40345], [-1.65638, -0.60267, 3.97485], [-2.23839, -0.00583, 2.78489], [-3.35289, 0.91666, 2.95449], [-4.72358, 0.29630, 2.68961], [-1.81718, -0.30479, 1.52840], [-0.40824, -1.27804, 1.36205], [-2.54323, 0.29507, 0.60423], [-2.36724, 0.15429, -0.70320], [-1.62626, -0.67379, -1.29569], [-3.21086, 1.06613, -1.56703], [-4.17230, 1.95743, -1.05993], [-4.85686, 2.82988, -1.90322], [-4.64147, 2.81396, -3.26463], [-3.71477, 1.94111, -3.77025], [-3.01048, 1.07778, -2.94502], [-1.90431, -2.28568, 5.34079], [-2.18028, -2.67281, 3.63350], [-3.39549, -1.74801, 4.53565], [-0.59252, -0.75134, 3.79238], [-1.75680, 0.11140, 4.79626], [-3.18414, 1.75880, 2.26028], [-3.25852, 1.28470, 3.98814], [-4.81709, -0.06015, 1.66907], [-5.54027, 1.01100, 2.85322], [-4.86329, -0.54603, 3.35823], [-4.34276, 2.00711, 0.00811], [-5.58768, 3.52284, -1.45651], [-5.17132, 3.50930, -3.92550], [-3.53361, 1.88104, -4.83353], [-2.26994, 0.41339, -3.36251], [0.38130, -1.72728, -3.36650], [-0.61042, -3.09217, -3.09943], [-0.73165, -3.58683, -1.46726], [-1.28808, -3.71736, -4.13800], [-2.22172, -4.76381, -3.94101], [-2.99013, -5.60614, -3.80910], [-1.14094, -3.26997, -5.47937], [-1.02779, -2.97837, -6.58712], [4.86226, 5.24451, 1.06780], [3.86789, 4.18633, 0.69636], [2.80898, 3.87303, 1.53743], [1.82914, 2.94550, 1.17216], [0.70337, 2.67597, 2.13199], [1.90262, 2.35079, -0.07511], [3.00286, 2.58026, -0.90705], [3.13029, 1.92949, -2.25906], [3.96721, 3.52027, -0.52355], [0.72939, 1.54120, -0.58105], [-0.37732, 2.06283, -0.54320], [1.00867, 0.37716, -1.03829], [4.56919, 5.79232, 1.96903], [4.96688, 5.98788, 0.26486], [5.84516, 4.80780, 1.25115], [2.68942, 4.38135, 2.49385], [0.91077, 3.05855, 3.14343], [0.53468, 1.59897, 2.23335], [-0.25472, 3.10183, 1.77190], [2.21335, 2.10823, -2.84032], [3.22736, 0.85639, -2.13419], [3.97270, 2.30641, -2.81725], [4.77054, 3.72467, -1.20799], [2.73958, -1.82501, -0.54775], [3.32972, -3.60441, -0.22444], [4.52819, -3.98881, -0.80991], [5.19351, -5.13889, -0.41960], [4.65552, -5.97532, 0.53881], [3.41362, -5.66552, 1.04557], [2.74545, -4.48885, 0.69212], [4.97052, -3.33167, -1.54383], [6.14202, -5.38878, -0.86417], [5.13280, -6.89375, 0.85932], [2.96356, -6.30624, 1.76656], [1.80083, -4.25590, 1.17001]],
  "homo_lumo_gap_ha": [0.2279, 0.2278],
  "lumo_energy_ev": [4.16, 4.16],
  "de_lowest_kcal_mol": 0.0,
  "spin_multiplicity": 4,
  "energy_ev": -172070.086,
  "charge": -2
}